Entry 1:
The molecule C3H6N6O2. Source: the Open Molecules 2025 dataset; level of theory: ωB97M-V/def2-TZVPD.

Its energy above the lowest of the compared OMol25 structures with the same formula, charge and spin is 241.1 kJ/mol. Its orbital gap is 9.876 eV. As for the SMILES: Cn1nnn(C)c1=N[N+](=O)[O-]. Its total energy is -16237.8420 eV. The HOMO energy comes out at -9.46 eV.

ORCA input file:
```
! RIJCOSX wB97M-V def2-TZVPD def2/J DEFGRID3
* xyz 0 1
O 3.799 -0.611 -0.241
O 2.582 0.836 0.821
N -0.114 1.115 0.032
N 2.727 -0.124 0.117
N -1.451 1.076 0.177
N -0.779 -0.874 0.201
N 1.656 -0.857 -0.285
N -1.842 -0.165 0.280
C 0.389 2.483 -0.171
C -0.713 -2.282 0.199
C 0.342 -0.174 -0.040
H 0.200 2.691 -1.196
H 0.267 -2.666 0.260
H -1.198 -2.650 1.046
H -0.268 3.180 0.440
H 1.379 2.460 0.066
H -1.150 -2.741 -0.637
*
```

Entry 2:
The molecule C6H9N. Source: the Open Molecules 2025 dataset; level of theory: ωB97M-V/def2-TZVPD.

Its energy above the lowest of the compared OMol25 structures with the same formula, charge and spin is 270.5 kJ/mol. Its orbital gap is 10.411 eV. As for the SMILES: CC#CC[C@H]1CN1. Its total energy is -7855.3560 eV. The HOMO energy comes out at -9.37 eV.

ORCA input file:
```
! RIJCOSX wB97M-V def2-TZVPD def2/J DEFGRID3
* xyz 0 1
N -2.238 -0.517 -1.731
C 0.829 -0.502 0.438
C -0.180 -1.088 -0.449
C 2.650 0.583 2.057
C 1.643 -0.005 1.174
C -1.597 0.789 -1.561
C -1.446 -0.260 -0.534
H -2.241 1.640 -1.361
H 3.333 -0.185 2.432
H -3.229 -0.442 -1.524
H 2.187 1.072 2.919
H 0.221 -1.205 -1.463
H -1.965 -0.115 0.413
H 3.244 1.333 1.526
H -0.443 -2.096 -0.105
H -0.768 0.999 -2.232
*
```

Entry 3:
A cluster of 2 separate species, C4H8O2 in total. Source: the Open Molecules 2025 dataset; level of theory: ωB97M-V/def2-TZVPD.

Its energy above the lowest of the compared OMol25 structures with the same formula, charge and spin is 223.6 kJ/mol. Its orbital gap is 9.328 eV. As for the SMILES: CCC(=O)C=O.[H][H]. Its total energy is -8370.9644 eV. The HOMO energy comes out at -9.78 eV.

ORCA input file:
```
! RIJCOSX wB97M-V def2-TZVPD def2/J DEFGRID3
* xyz 0 1
O -1.093 2.073 2.019
O -1.728 0.370 -0.082
C 0.605 0.109 -0.620
C -0.239 1.586 1.327
C -0.577 0.642 0.155
C 0.204 -0.840 -1.738
H -0.459 -0.342 -2.451
H 1.281 -0.380 0.098
H -0.052 -1.703 2.269
H -0.705 -1.370 2.145
H 1.173 0.970 -1.005
H 1.086 -1.200 -2.276
H 0.841 1.788 1.497
H -0.337 -1.702 -1.337
*
```

Entry 4:
A cluster of 2 separate species, C9H19N2O3P in total. Source: the Open Molecules 2025 dataset; level of theory: ωB97M-V/def2-TZVPD.

Its energy above the lowest of the compared OMol25 structures with the same formula, charge and spin is 122.4 kJ/mol. Its orbital gap is 8.982 eV. As for the SMILES: C=C(C#N)N(C(C)C)C(C)C.O=[PH](O)O. Its total energy is -28052.1388 eV. The HOMO energy comes out at -8.35 eV.

ORCA input file:
```
! RIJCOSX wB97M-V def2-TZVPD def2/J DEFGRID3
* xyz 0 1
P 4.243 0.428 0.235
O 3.110 1.210 0.870
O 3.984 -0.662 -0.829
O 5.075 -0.396 1.342
N 1.747 -0.081 -1.972
N -1.018 0.029 0.182
C -3.235 0.821 -0.833
C -0.647 -1.303 0.432
C -0.281 0.794 -0.639
C -2.647 1.507 1.578
C 0.726 -1.424 1.150
C -0.751 -2.266 -0.803
C -2.455 0.438 0.486
C -0.429 2.122 -1.000
C 0.801 0.219 -1.381
H 0.150 2.486 -1.852
H -0.591 -3.455 -0.514
H 5.622 -1.053 1.068
H 1.222 -0.499 1.348
H -1.164 2.667 -0.528
H 3.246 -0.618 -1.442
H 0.776 -2.110 2.010
H 0.008 -1.934 -1.623
H -1.658 1.516 1.975
H -2.868 2.542 1.253
H 1.470 -1.790 0.365
H -2.498 1.011 -1.646
H 5.268 1.096 -0.326
H -3.834 1.710 -0.700
H -2.969 -0.487 0.747
H -3.412 1.222 2.340
H -1.773 -2.186 -1.346
H -1.320 -1.500 1.230
H -3.898 -0.054 -1.177
*
```

Entry 5:
A structure of composition C21H20N2OPdS6. Source: the Open Molecules 2025 dataset; level of theory: ωB97M-V/def2-TZVPD.

Its energy above the lowest of the compared OMol25 structures with the same formula, charge and spin is 0.0 kJ/mol. Its orbital gap is 4.931 eV. Its total energy is -95621.3996 eV. The HOMO energy comes out at -0.69 eV.

ORCA input file:
```
! RIJCOSX wB97M-V def2-TZVPD def2/J DEFGRID3
* xyz -2 1
Pd -0.265 -0.670 0.654
S 1.959 1.742 -4.735
S 1.944 -1.688 -3.829
S 1.301 0.677 -7.400
S 0.553 -1.322 -9.501
S 1.223 -2.068 -6.693
S -4.651 -1.733 1.779
O -0.191 0.086 3.817
N 1.734 -0.085 0.254
N -2.409 1.580 1.665
C -3.715 -3.091 1.322
C 2.042 0.479 -0.924
C 0.902 0.914 3.494
C 0.318 -1.774 -3.040
C 2.224 0.160 3.570
C 2.407 -0.893 2.469
C -2.441 -2.738 1.013
C 4.353 0.615 -0.399
C -3.779 3.478 2.188
C -2.568 2.876 1.879
C -3.472 0.767 1.742
C 4.047 0.056 0.830
C -4.891 2.649 2.268
C -3.271 -0.662 1.510
C 2.735 -0.292 1.132
C 1.017 -0.930 -7.948
C 1.636 0.370 -5.689
C -4.743 1.297 2.044
C -2.130 -1.326 1.105
C 1.592 -0.962 -5.379
C 3.326 0.832 -1.299
H 4.821 -0.131 1.565
H -5.606 0.646 2.093
H -5.870 3.057 2.498
H 0.423 -2.444 -2.186
H -1.664 3.476 1.797
H -3.844 4.546 2.354
H -0.022 -0.818 -2.649
H 3.221 -1.569 2.751
H 1.488 -1.479 2.362
H 5.376 0.870 -0.650
H 3.483 1.231 -2.292
H -0.543 -0.273 2.973
H 0.921 1.734 4.223
H 2.269 -0.334 4.545
H -1.705 -3.470 0.706
H 3.052 0.881 3.532
H -0.418 -2.186 -3.728
H -4.151 -4.080 1.313
H 1.217 0.645 -1.601
H 0.768 1.351 2.497
*
```

Entry 6:
A cluster of 2 separate species, C3H5BrSi in total. Source: the Open Molecules 2025 dataset; level of theory: ωB97M-V/def2-TZVPD.

Its energy above the lowest of the compared OMol25 structures with the same formula, charge and spin is 565.3 kJ/mol. Its orbital gap (alpha / beta) is 7.858 / 8.486 eV. Its total energy is -81105.4839 eV. The HOMO energy (alpha / beta) comes out at -8.45 / -9.52 eV.

ORCA input file:
```
! RIJCOSX wB97M-V def2-TZVPD def2/J DEFGRID3
* xyz 0 1
Br 2.909 0.305 -0.043
Si -0.148 0.955 0.470
C 0.735 -2.655 0.574
C 0.942 -1.598 0.049
C 1.118 -0.305 -0.152
H 0.742 2.104 0.782
H 0.962 0.168 -2.160
H 0.486 -3.512 1.018
H -1.152 1.137 -0.656
H -0.941 0.172 1.397
*
```

Entry 7:
A structure of composition C4H11AgClNO. Source: the Open Molecules 2025 dataset; level of theory: ωB97M-V/def2-TZVPD.

Its energy above the lowest of the compared OMol25 structures with the same formula, charge and spin is 83.4 kJ/mol. Its orbital gap (alpha / beta) is 8.509 / 4.319 eV. Its total energy is -24375.4829 eV. The HOMO energy (alpha / beta) comes out at -13.43 / -12.75 eV.

ORCA input file:
```
! RIJCOSX wB97M-V def2-TZVPD def2/J DEFGRID3
* xyz 1 2
Ag -2.317 4.878 -1.878
Cl -2.439 2.469 -2.920
O 0.315 -1.822 0.768
N -1.169 -0.428 -0.943
C 0.363 1.486 -0.906
C 0.768 -0.504 0.627
C 0.233 -0.004 -0.765
C 0.648 -2.364 2.057
H 0.638 -1.571 2.808
H 0.778 -0.468 -1.591
H -0.057 1.844 -1.852
H 1.674 -2.736 2.009
H -0.044 -3.157 2.321
H -0.175 2.066 -0.150
H -1.184 -1.305 -0.388
H 0.457 0.194 1.409
H 1.860 -0.496 0.555
H -1.758 0.124 -0.307
H 1.408 1.795 -0.857
*
```